i.
12
Properties=species:S:1:pos:R:3:nbo_charge:R:1 method="wB97M-V/def2-TZVPD" smiles="C/C(=N/S)SC=O" homo_lumo_gap_ev=9.537
S -2.18 0.78 -0.65 0.1329
S 0.74 1.28 1.08 0.0876
O -1.34 0.95 3.10 -0.5120
N -0.61 0.02 -1.10 -0.5449
C -0.79 0.64 2.00 0.2764
C 1.66 -0.81 -0.84 -0.6483
C 0.44 0.15 -0.48 0.2076
H -2.70 0.13 -1.80 0.1577
H 1.89 -1.43 -0.01 0.2361
H 2.48 -0.16 -0.93 0.2192
H -1.03 -0.31 1.53 0.1443
H 1.44 -1.25 -1.89 0.2435

=====

ii.
12
Properties=species:S:1:pos:R:3:nbo_charge:R:1 method="wB97M-V/def2-TZVPD" smiles="CSSCN=C=O" homo_lumo_gap_ev=8.920
S -0.22 -0.73 -0.65 0.0833
S -0.82 1.25 -0.30 0.0786
O 3.10 -0.65 -0.27 -0.4956
N 1.84 1.22 0.24 -0.5705
C 2.40 0.18 0.08 0.8606
C 0.63 1.77 0.73 -0.3538
C -1.80 -1.63 -0.57 -0.7560
H -2.72 -1.37 -1.26 0.2340
H -2.13 -1.71 0.42 0.2166
H -1.60 -2.68 -0.79 0.2382
H 0.51 1.45 1.82 0.2189
H 0.82 2.91 0.56 0.2456

=====

We find ii to be the most stable, with the next structure 0.0528 hartree higher.

=====

i.
12
Properties=species:S:1:pos:R:3:nbo_charge:R:1 method="wB97M-V/def2-TZVPD" homo_lumo_gap_ev=7.755
S -1.35 0.03 -3.06 0.1355
S 0.15 2.14 0.66 0.1270
O 0.30 -1.00 0.13 -0.5015
N -0.19 1.16 -0.72 -0.5909
C -0.19 -0.10 -0.68 0.4589
C 0.68 -0.74 1.54 -0.3001
C -0.72 -0.86 -1.84 -0.3152
H -0.41 -1.85 -1.99 0.2117
H 0.44 -1.76 1.83 0.2143
H 1.74 -0.34 1.78 0.2131
H -0.39 3.33 0.22 0.1358
H -0.06 -0.01 2.12 0.2114

=====

ii.
12
Properties=species:S:1:pos:R:3:nbo_charge:R:1 method="wB97M-V/def2-TZVPD" homo_lumo_gap_ev="8.299 / 8.300"
S -0.63 -0.04 1.40 0.2645
S 0.01 -1.61 0.24 0.1015
O 3.26 0.68 0.00 -0.5108
N 1.58 1.02 0.92 -0.1789
C 2.19 0.09 0.33 0.4575
C 1.82 -1.34 0.10 -0.6111
C -1.47 1.00 0.18 -0.7401
H -1.92 1.81 0.73 0.2354
H -2.25 0.41 -0.31 0.2295
H 2.31 -1.96 0.85 0.2538
H 2.10 -1.68 -0.90 0.2586
H -0.75 1.37 -0.54 0.2401

=====

We find i to be the most stable, with the next structure 0.0065 hartree higher.

=====

i.
20
Properties=species:S:1:pos:R:3:nbo_charge:R:1 method="wB97M-V/def2-TZVPD" total_charge=-1 homo_lumo_gap_ev=6.922
O 1.16 -2.39 0.24 -0.9024
O -1.71 3.57 0.20 -0.7330
O 1.79 -2.93 -2.02 -1.0906
N 0.92 -0.09 0.06 -0.7089
C 1.43 -1.25 0.80 0.1421
C -1.12 1.28 0.98 -0.4592
C -2.15 2.18 0.21 -0.0763
C -0.58 -0.02 -0.01 -0.2379
H 0.76 -1.29 1.73 0.0843
H -0.62 0.09 -1.13 0.1852
H -1.30 0.75 1.83 0.2067
H -0.87 3.54 -0.13 0.4521
H 1.03 -2.48 -2.41 0.4311
H -3.21 2.33 0.74 0.1729
H 1.67 -2.84 -0.92 0.4985
H -0.18 1.89 1.17 0.2156
H -2.11 1.78 -0.80 0.1735
H 1.44 -0.13 -0.84 0.3532
H 2.59 -1.11 0.90 0.0930
H -1.06 -0.98 0.28 0.2001

=====

ii.
20
Properties=species:S:1:pos:R:3:nbo_charge:R:1 method="wB97M-V/def2-TZVPD" total_charge=-1 homo_lumo_gap_ev=7.036
O -0.88 -0.50 2.23 -0.7724
O -1.04 1.61 -3.30 -0.9776
O 2.38 -1.22 0.33 -0.8338
N 0.08 0.03 -0.84 -0.6930
C 0.37 0.64 0.45 -0.2175
C -0.79 0.63 1.35 -0.1258
C -0.74 -1.14 -0.74 -0.4367
C 1.95 -0.42 1.19 0.1008
H -0.57 -2.16 -0.23 0.1819
H -0.91 -1.29 -1.79 0.1828
H -1.73 -0.75 -0.45 0.1809
H 0.65 1.72 0.27 0.1648
H -0.90 1.29 -2.35 0.5029
H -0.32 1.16 -3.68 0.4550
H 1.33 -0.95 1.98 0.0459
H 2.65 0.48 1.60 0.0880
H -0.81 1.52 1.96 0.1502
H 0.02 -1.02 1.94 0.4637
H -1.82 0.74 1.08 0.1525
H 1.08 -0.38 -1.02 0.3874

=====

We find i to be the most stable, with the next structure 0.0281 hartree higher.

=====

i.
19
Properties=species:S:1:pos:R:3:nbo_charge:R:1 method="wB97M-V/def2-TZVPD" total_charge=-1 homo_lumo_gap_ev=6.652
S -2.41 -0.92 -0.75 0.3624
O 1.07 -0.71 1.32 -0.5207
O 2.04 1.22 -1.59 -0.7569
O 1.38 2.01 0.41 -0.7411
C -2.80 1.34 0.41 -0.2429
C 1.75 -0.32 0.14 0.2793
C -3.41 0.46 -0.43 -0.4443
C -1.14 -0.29 0.28 -0.2168
C 1.70 1.14 -0.40 0.7054
C 2.74 -1.31 -0.40 -0.6844
C 0.02 -1.08 0.45 0.0124
C -1.51 0.91 0.82 -0.2713
H 2.30 -1.96 -1.16 0.2170
H -3.26 2.26 0.73 0.2095
H -0.85 1.48 1.45 0.2621
H 3.55 -0.76 -0.86 0.2404
H 0.07 -2.08 0.04 0.1728
H 3.12 -1.93 0.42 0.2009
H -4.37 0.53 -0.89 0.2162

=====

ii.
19
Properties=species:S:1:pos:R:3:nbo_charge:R:1 method="wB97M-V/def2-TZVPD" total_charge=-1 homo_lumo_gap_ev=4.308
S -1.88 1.13 2.54 0.0190
O 1.09 -1.95 1.57 -0.7458
O -1.28 -1.77 1.46 -0.7467
O 0.73 1.82 2.74 -0.4869
C 0.05 -0.53 -0.07 -0.1023
C -0.92 0.82 -1.81 -0.1706
C -0.09 -1.25 1.09 0.2938
C 1.40 -0.17 -0.60 -0.3197
C -1.09 0.03 -0.76 -0.3548
C 0.37 1.11 -2.37 -0.4333
C 1.51 0.63 -1.69 -0.2030
C -0.39 1.48 2.63 0.4276
H 0.36 1.61 -3.37 0.1822
H 2.55 0.98 -1.89 0.1832
H 2.38 -0.40 -0.18 0.2040
H -1.89 1.24 -2.23 0.1765
H 0.78 -2.09 2.50 0.4579
H -1.60 -2.53 0.90 0.4257
H -2.07 -0.16 -0.45 0.1933

=====

We find i to be the most stable, with the next structure 0.0097 hartree higher.

=====

i.
10
Properties=species:S:1:pos:R:3:nbo_charge:R:1 method="wB97M-V/def2-TZVPD" homo_lumo_gap_ev=8.997
N -0.27 1.38 -0.38 -0.4264
C -1.62 -1.05 0.65 -0.0894
C 1.90 0.44 0.53 -0.5865
C -2.43 0.05 0.15 -0.0261
C -1.16 0.42 -0.32 0.1200
C -1.00 -0.95 -0.56 -0.2120
C 0.75 0.94 0.15 0.4662
H -0.85 -1.69 -1.31 0.2418
H 2.33 -0.05 -0.35 0.2576
H 2.35 0.51 1.44 0.2547

=====

ii.
10
Properties=species:S:1:pos:R:3:nbo_charge:R:1 method="wB97M-V/def2-TZVPD" homo_lumo_gap_ev="7.102 / 7.846"
N 0.53 -1.43 0.10 -0.4436
C -1.70 -0.46 0.29 -0.3447
C 1.62 -0.95 -0.22 0.3793
C 2.01 0.33 -0.36 -0.3232
C 0.47 0.91 -0.31 -0.1457
C -0.40 -0.27 0.07 0.0636
C 1.95 1.30 0.54 0.1269
H 0.15 1.80 -0.81 0.2393
H -2.11 -1.49 0.43 0.2293
H -2.52 0.25 0.26 0.2188

=====

We find i to be the most stable, with the next structure 0.0075 hartree higher.

=====

i.
19
Properties=species:S:1:pos:R:3:lowdin_spin:R:1 method="wB97M-V/def2-TZVPD" total_charge=-1 multiplicity=2 s2=0.7503 homo_lumo_gap_ev="2.208 / 8.915"
S 2.73 -1.75 -0.81 0.0808
O 0.78 0.93 -1.66 0.0056
N -0.90 0.33 -0.25 0.0102
C -1.51 0.01 1.04 0.3020
C 1.72 -1.20 0.67 0.0663
C 0.43 0.47 -0.57 0.0258
C 1.41 0.34 0.59 0.0611
C -1.85 0.90 -1.21 0.0695
H 0.81 0.62 1.47 0.0424
H 2.01 -1.04 -1.72 0.0018
H -2.85 0.52 -0.97 0.0262
H -0.79 -0.52 1.68 0.0658
H 2.30 0.86 0.22 0.0040
H -1.42 0.77 -2.21 0.0047
H -2.16 -0.86 0.82 0.0778
H 0.83 -1.82 0.62 0.0331
H -1.96 1.95 -0.92 0.0167
H 2.34 -1.35 1.55 0.0279
H -1.91 0.84 1.64 0.0784

=====

ii.
19
Properties=species:S:1:pos:R:3:lowdin_spin:R:1 method="wB97M-V/def2-TZVPD" total_charge=-1 multiplicity=2 s2=0.7565 homo_lumo_gap_ev="6.672 / 5.968"
S -2.91 0.75 0.02 0.1146
O 0.60 -1.87 -0.33 0.0945
N 1.26 0.22 0.58 0.0345
C 2.22 0.25 -0.57 0.0054
C 0.35 -1.03 0.54 0.1014
C 0.40 1.56 0.43 0.0123
C -0.84 -0.85 1.26 0.5250
C -2.14 -0.90 0.54 0.0592
H -0.20 -0.53 -2.06 0.0009
H 3.03 1.00 -0.30 0.0030
H 2.57 -0.80 -0.73 -0.0003
H -2.92 -1.28 1.20 0.0156
H 1.78 0.45 -1.56 0.0008
H -0.89 -0.61 2.34 0.0226
H -2.03 -1.38 -0.41 0.0040
H -0.46 1.47 1.05 0.0049
H -0.95 -0.56 -2.10 0.0009
H 0.05 1.66 -0.55 0.0005
H 1.07 2.45 0.63 0.0001

=====

We find i to be the most stable, with the next structure 0.0338 hartree higher.